# C28H48F4N4O8P

2 unconnected molecules or ions with the total composition C28H48F4N4O8P (ωB97M-V/def2-TZVPD, the OMol25 dataset).

Structure (XYZ):
```
93
C28H48F4N4O8P | the OMol25 dataset | ωB97M-V/def2-TZVPD
P 0.869 -2.651 -1.457
F 2.527 -2.611 5.131
F 4.270 -3.119 3.754
F 1.561 9.229 0.878
F 2.195 -3.944 3.304
O 4.556 -2.679 -5.091
O 1.012 9.129 -2.501
O -1.112 9.905 -2.585
O 3.316 -1.070 -3.847
O -0.112 9.545 -0.588
O 1.111 3.394 -1.108
O -4.697 -3.640 -0.985
O 0.045 5.240 -0.088
N 2.878 0.248 -1.174
N 0.391 0.103 -0.945
N 1.593 -0.945 0.704
N -4.943 -2.651 1.227
C 1.923 8.948 -1.428
C -0.160 9.561 -1.951
C -0.089 -2.930 1.374
C -2.787 0.376 0.834
C -0.647 -3.558 -2.146
C -2.630 -3.130 2.302
C -4.889 -2.645 -0.241
C 3.541 -2.334 -4.458
C 2.785 -1.554 1.366
C 4.447 -0.629 -3.056
C 1.007 8.748 -0.262
C 2.322 2.734 -0.603
C 0.489 -1.898 0.288
C -1.593 -3.431 1.100
C 4.102 -0.542 -1.480
C 2.530 -1.449 2.977
C 2.889 -2.795 3.753
C 1.067 4.731 -0.620
C -4.083 -3.707 1.838
C -1.206 0.114 1.112
C -6.336 -2.650 1.759
C 1.786 -0.184 -0.533
C 2.834 1.675 -1.690
C -3.441 1.406 1.893
C -0.398 1.472 1.415
C -0.580 -0.737 -0.134
C 2.319 -3.867 -1.375
C -5.154 -1.231 -0.989
H 0.587 -3.869 1.325
H -2.963 0.839 -0.210
H 2.837 -2.669 1.117
H -3.965 -4.655 1.213
H -6.960 -1.910 1.136
H 1.998 5.419 -0.644
H -4.619 -4.035 2.810
H -0.964 -4.399 -1.416
H 3.133 3.561 -0.536
H 3.765 -0.991 1.176
H -1.169 -0.506 2.082
H 0.231 0.098 -1.959
H -4.597 1.395 1.867
H -0.568 2.204 0.541
H 3.180 -0.613 3.414
H -3.148 2.485 1.610
H -0.037 -2.568 2.456
H 4.119 -1.585 -0.987
H 2.438 -4.277 -0.316
H 0.689 7.712 -0.111
H -1.467 -1.135 -0.735
H -2.689 -2.028 2.591
H 4.727 0.426 -3.438
H -6.043 -1.293 -1.713
H 2.085 -4.784 -2.045
H -6.864 -3.662 1.726
H 2.547 9.840 -1.326
H -0.384 -4.111 -3.127
H 2.669 -3.091 -4.400
H 0.718 1.302 1.636
H -6.348 -2.242 2.833
H 3.299 -3.436 -1.809
H 4.998 0.019 -1.003
H -0.830 1.992 2.354
H 1.443 -1.182 3.218
H -3.029 1.201 2.948
H -1.551 -2.865 -2.339
H 2.037 1.657 -2.532
H -4.215 -0.930 -1.585
H 5.395 -1.260 -3.185
H -2.070 -3.029 0.145
H -2.308 -3.780 3.188
H 2.205 2.327 0.456
H 2.569 8.086 -1.603
H 3.810 1.974 -2.219
H -3.292 -0.639 0.967
H -1.558 -4.582 0.998
H -5.347 -0.387 -0.246
```

Results
HOMO: -11.18 eV
charge: +1
molar mass: 675.7 g/mol

=====

# C20H26Cl2N2O

C20H26Cl2N2O in the gas phase (ωB97M-V/def2-TZVPD, the OMol25 dataset).

Structure (XYZ):
```
51
C20H26Cl2N2O | the OMol25 dataset | ωB97M-V/def2-TZVPD
Cl 0.706 7.105 -0.735
Cl -4.765 1.134 4.727
O 0.737 0.739 1.084
N 1.109 -3.189 -1.463
N -0.873 -0.824 -0.487
C 0.381 5.449 -0.360
C -2.900 1.103 1.207
C -1.182 3.661 -0.086
C -0.840 -1.684 -1.663
C 1.713 -4.234 0.707
C -3.886 1.065 2.178
C 1.427 -2.951 -0.064
C -0.925 4.986 -0.388
C -1.564 1.252 1.555
C -0.146 2.794 0.239
C -3.535 1.181 3.513
C 0.597 -1.994 -2.111
C 3.467 -3.092 -2.398
C -0.426 1.331 0.541
C -1.236 1.370 2.901
C 2.148 -3.855 -2.228
C -2.209 1.335 3.881
C 1.425 4.601 -0.032
C 1.155 3.277 0.264
C -0.741 0.592 -0.777
H -3.200 1.014 0.174
H 0.544 -2.476 0.370
H 2.274 -2.252 0.053
H 2.347 -4.814 -1.747
H 2.683 -4.651 0.450
H -0.198 1.486 3.171
H 4.151 -3.680 -3.004
H 1.956 2.605 0.526
H 1.729 -4.067 -3.216
H 1.707 -4.024 1.773
H 3.302 -2.138 -2.894
H -1.727 -0.979 0.039
H -1.616 1.029 -1.281
H -1.731 5.656 -0.640
H 0.588 -2.179 -3.187
H 0.119 0.729 -1.439
H -1.321 -2.631 -1.414
H 3.937 -2.907 -1.435
H -4.922 0.946 1.900
H 1.233 -1.114 -1.921
H -2.202 3.309 -0.097
H 2.437 4.972 -0.009
H 0.656 -0.212 0.913
H 0.946 -4.974 0.492
H -1.943 1.428 4.922
H -1.389 -1.229 -2.502
```

Results
structure (SMILES): CCN(CC)CCNCC(O)(c1ccc(Cl)cc1)c1ccc(Cl)cc1
HOMO: -8.39 eV
charge: 0
molar mass: 381.3 g/mol

=====

# C5H10OSi

2 unconnected molecules or ions with the total composition C5H10OSi (ωB97M-V/def2-TZVPD, the OMol25 dataset).

Structure (XYZ):
```
17
C5H10OSi | the OMol25 dataset | ωB97M-V/def2-TZVPD
Si 1.966 -0.668 1.457
O 0.627 -0.360 2.033
C 0.823 -0.335 -2.370
C -0.687 0.245 -0.373
C 0.144 0.095 -1.362
C -0.839 1.589 0.392
C -1.693 -0.732 0.361
H 0.567 -0.121 -3.380
H -1.320 -1.742 0.523
H 2.451 -1.882 1.002
H -1.851 1.852 0.362
H -2.025 -0.386 1.294
H -0.260 1.427 1.314
H -2.440 -0.863 -0.348
H 3.007 0.291 1.342
H -0.227 2.445 0.091
H 1.758 -0.853 -2.339
```

Results
structure (SMILES): C=C=C(C)C.O=[SiH2]
HOMO: -8.89 eV
charge: 0
molar mass: 114.2 g/mol

=====

no.,orbital gap (eV)
1,7.590
2,9.042
3,8.657